Entry 1:
{"formula": "C43H42N4O3S2TeV", "method": "ωB97M-V/def2-TZVPD", "gap_ha": [0.2380, 0.1461], "e_homo_ev": [-6.58, -7.28], "s_squared": 3.776, "multiplicity": 4, "elements": ["V", "O", "C", "C", "C", "C", "C", "C", "C", "O", "N", "N", "C", "S", "C", "C", "S", "H", "H", "H", "H", "H", "H", "H", "H", "H", "C", "C", "C", "C", "C", "C", "C", "C", "N", "H", "H", "H", "H", "H", "H", "C", "C", "C", "C", "C", "C", "Te", "N", "C", "O", "C", "C", "C", "C", "C", "C", "C", "C", "C", "C", "C", "C", "C", "C", "C", "C", "C", "C", "H", "H", "H", "H", "H", "H", "H", "H", "H", "H", "H", "H", "H", "H", "H", "H", "H", "H", "H", "H", "H", "H", "H", "H", "H", "H", "H"], "xyz": [[1.269237, -0.638820, 0.555443], [-0.906594, -3.849180, -1.750663], [0.095735, -4.284260, -2.440100], [-0.197763, -5.149441, -3.513842], [0.880833, -5.693177, -4.213656], [2.206315, -5.319232, -3.847829], [2.408406, -4.388167, -2.896397], [1.393583, -3.792807, -2.165598], [1.644921, -2.747959, -1.224956], [0.692383, -2.213533, -0.525776], [2.915580, -2.421003, -1.079138], [3.008536, -1.293460, -0.279809], [4.184704, -0.840791, 0.003868], [5.620870, -1.763083, -0.517708], [6.728781, -0.536879, 0.317117], [6.080043, 0.147152, 1.466284], [4.448784, 0.649553, 0.932274], [-0.625475, -3.098324, -1.185560], [-1.273104, -5.326326, -3.673941], [0.603544, -6.511123, -4.986230], [3.001616, -5.747543, -4.376563], [3.431884, -4.145757, -2.658995], [6.901503, 0.264333, -0.451760], [7.680964, -1.080366, 0.451628], [6.670235, 1.029587, 1.690190], [6.054281, -0.513191, 2.305722], [0.950508, -0.719415, 2.659089], [2.180373, -1.449830, 2.846604], [3.357522, -0.936575, 3.435346], [4.505782, -1.652872, 3.621859], [4.643183, -2.888418, 2.877387], [3.541844, -3.370604, 2.203851], [2.334441, -2.726456, 2.235720], [5.865375, -3.619240, 2.865971], [6.779653, -4.273253, 3.049810], [0.742069, 0.181148, 3.141671], [0.117172, -1.320377, 2.848296], [3.152002, 0.008533, 3.917932], [5.309728, -1.352000, 4.212320], [3.592604, -4.365521, 1.716927], [1.476238, -3.133669, 1.759021], [-6.700059, 2.884774, -5.026012], [-5.641695, 2.158926, -4.198748], [-5.857677, 1.123801, -3.293068], [-4.852072, 0.509698, -2.489300], [-5.107902, -0.507389, -1.431258], [-3.590245, 1.089630, -2.624095], [-2.073051, 0.478303, -1.353797], [0.889283, 0.982954, 0.083794], [1.123398, 2.256302, -0.290957], [0.800909, 2.684416, -1.344683], [1.903689, 3.135067, 0.723139], [3.182775, 3.471510, 0.349263], [4.161349, 3.821265, 1.319943], [3.742676, 3.878690, 2.665687], [2.507174, 3.535776, 3.128904], [1.587348, 3.101275, 2.129325], [-2.886502, 0.741120, 0.583278], [-3.172570, 2.056664, 0.988568], [-3.174131, 3.251420, 0.013869], [-3.465375, 2.296879, 2.323570], [-3.448021, 1.264099, 3.314903], [-3.885146, 1.506598, 4.711143], [-3.084916, -0.006157, 2.852880], [-2.789968, -0.310496, 1.536555], [-2.459439, -1.761938, 1.218168], [-3.285480, 2.137439, -3.507459], [-1.966473, 2.777661, -3.669791], [-4.346223, 2.717968, -4.246998], [-7.729365, 2.537175, -4.854487], [-6.613411, 2.705871, -6.066083], [-6.596211, 4.014285, -4.811644], [-6.895157, 0.839653, -3.262501], [-6.166584, -0.650314, -1.379474], [-4.723076, -0.189302, -0.455220], [-4.685826, -1.545961, -1.570938], [3.495544, 3.427452, -0.673586], [5.176688, 4.096831, 1.073974], [4.482436, 4.319117, 3.397408], [2.383851, 3.482808, 4.178824], [0.609619, 2.802994, 2.427057], [-3.837175, 3.112649, -0.886908], [-2.192012, 3.516585, -0.385099], [-3.527513, 4.145991, 0.545902], [-3.538317, 3.253696, 2.742913], [-4.720700, 0.860632, 4.853563], [-4.286199, 2.475328, 4.952476], [-3.119956, 1.266604, 5.532245], [-3.113657, -0.803934, 3.575321], [-3.341294, -2.348828, 1.404576], [-1.581589, -2.128694, 1.872394], [-2.122200, -1.972302, 0.218678], [-1.319775, 2.701933, -2.822132], [-2.098011, 3.788177, -4.095551], [-1.372436, 2.312510, -4.454242], [-4.147655, 3.585106, -4.850069]], "forces_ev_per_a": [[-0.1, -0.3, 0.6], [-2.9, 1.0, 1.4], [1.8, 0.3, -1.3], [0.8, 0.0, 0.4], [-1.1, -1.1, -0.3], [-2.5, -1.0, -1.2], [1.3, 0.5, 0.7], [-1.4, -1.8, -1.3], [2.2, 0.2, 1.0], [-0.9, 0.2, -0.3], [-0.4, 0.5, -0.2], [0.7, 0.7, 0.6], [0.0, -1.0, -0.5], [-0.4, 1.1, 0.9], [0.8, 0.1, -2.8], [0.5, -0.2, 0.0], [-0.5, -0.8, -0.6], [0.2, -0.2, 0.1], [0.8, -0.2, -0.2], [1.0, 1.6, 1.1], [1.1, -0.5, -0.5], [0.1, 0.3, 0.0], [0.1, -0.8, 0.5], [-0.4, 0.4, 0.5], [-0.1, 0.2, 0.3], [-0.3, -0.2, 0.7], [0.8, -0.5, -0.7], [1.1, -1.0, -0.8], [-1.1, 0.6, 1.3], [-0.8, -2.1, -2.3], [-0.3, 1.6, 0.7], [0.0, -1.7, -0.3], [-0.4, 1.3, 0.7], [-1.3, 0.6, 0.7], [1.5, -0.8, -0.2], [0.5, 1.6, 0.9], [-1.5, -1.3, 0.0], [0.7, 0.3, 0.2], [1.1, 0.7, 0.9], [0.1, 0.8, 0.2], [-0.6, -0.6, -0.4], [-0.4, 0.9, 1.7], [1.3, 1.2, 0.2], [-0.1, -0.6, -0.1], [-0.2, 1.6, -1.0], [0.1, -1.2, 0.1], [0.2, 0.4, -0.2], [1.3, -0.8, 0.7], [-0.5, 1.3, 0.2], [0.4, -1.2, 3.3], [-1.1, 2.1, -3.8], [-0.3, -1.8, 1.9], [1.7, 0.8, 1.0], [-2.2, 0.2, 0.5], [3.1, 1.4, 0.0], [-1.2, -1.0, -2.8], [1.0, 0.9, -0.2], [0.6, -0.1, 0.5], [-0.2, 0.7, -0.6], [-0.7, -0.1, -0.2], [0.7, -2.2, 1.2], [0.5, 0.7, -2.5], [1.1, -0.5, 1.5], [-0.6, 0.4, 0.8], [0.2, 0.4, -0.9], [1.6, 0.2, 1.2], [-1.8, 0.7, -0.7], [0.5, 0.3, -1.2], [0.1, -1.8, 0.7], [0.3, 0.3, 0.6], [0.7, 0.0, -1.2], [-0.4, -1.8, -0.5], [-0.2, -0.7, 0.5], [-0.7, -0.2, 0.4], [-0.4, 0.1, -0.2], [-0.1, 1.1, -0.4], [-0.1, -0.1, -0.5], [0.0, 0.0, -0.2], [-0.7, -0.8, -0.7], [-0.8, 0.1, 0.8], [-0.6, -0.5, 0.1], [0.5, -0.1, 1.0], [0.2, -0.3, 0.2], [0.0, -0.3, -0.2], [-0.5, 1.6, -0.1], [-0.6, -0.8, 0.5], [0.2, 0.7, -0.4], [-0.9, 0.2, -1.4], [0.2, -0.4, 0.1], [-0.3, -0.5, 0.2], [-1.6, 0.6, -0.8], [0.0, 0.2, -0.6], [0.4, 0.6, 0.8], [0.2, -0.2, 0.9], [-0.1, -0.5, -0.2], [0.1, 0.2, -0.2]], "lowdin_spin": [1.887, 0.002, 0.001, 0.000, 0.001, 0.000, 0.001, 0.000, 0.009, 0.031, 0.007, 0.008, 0.011, 0.003, 0.001, 0.003, 0.011, 0.001, 0.000, 0.000, 0.000, 0.000, 0.000, 0.000, 0.000, 0.000, -0.010, 0.003, 0.010, -0.001, 0.012, -0.001, 0.013, 0.002, 0.006, 0.000, 0.005, 0.000, 0.000, 0.000, 0.002, 0.002, 0.014, 0.000, 0.026, 0.018, 0.051, 0.596, 0.031, 0.013, 0.019, 0.005, 0.002, 0.000, 0.003, 0.000, 0.005, 0.036, 0.017, 0.012, -0.002, 0.016, 0.003, -0.001, 0.016, 0.019, 0.015, 0.020, -0.004, 0.000, 0.001, 0.001, 0.000, 0.001, 0.005, 0.003, 0.000, 0.000, 0.000, 0.000, 0.000, 0.001, 0.004, 0.001, 0.000, 0.001, 0.000, 0.001, 0.000, 0.002, 0.002, 0.013, 0.015, 0.002, 0.001, 0.000]}

---

Entry 2:
{"formula": "C43H43BHfN5O4S2Se", "method": "ωB97M-V/def2-TZVPD", "relative_energy_kj_mol": 85.8, "gap_ha": 0.2416, "e_homo_ev": -15.36, "total_charge": 3, "elements": ["Hf", "S", "C", "N", "C", "C", "N", "C", "C", "C", "C", "C", "C", "C", "C", "S", "C", "C", "C", "C", "C", "C", "C", "H", "H", "H", "H", "H", "H", "H", "H", "H", "H", "H", "H", "H", "H", "H", "H", "H", "H", "O", "B", "O", "C", "C", "C", "C", "C", "C", "H", "H", "H", "H", "C", "N", "C", "C", "N", "C", "C", "Se", "H", "H", "H", "H", "H", "H", "H", "H", "C", "O", "C", "C", "C", "C", "C", "C", "N", "C", "C", "C", "C", "C", "C", "C", "O", "H", "H", "H", "H", "H", "H", "H", "H", "H", "H", "H", "H", "H"], "xyz": [[0.115962, 0.062798, -0.005757], [-0.992969, -0.616418, -2.396203], [-1.574828, -2.184877, -2.204325], [-2.052681, -2.853959, -3.226866], [-2.611171, -4.198392, -3.009487], [-1.768356, -4.925619, -2.005406], [-1.704095, -4.137645, -0.765064], [-1.568438, -4.922541, 0.495735], [-0.147514, -5.412263, 0.678685], [0.816412, -4.587282, 1.259762], [2.123195, -5.032537, 1.389704], [2.480681, -6.300713, 0.946286], [1.522953, -7.127950, 0.376679], [0.212877, -6.684202, 0.242963], [-1.614298, -2.838303, -0.830954], [-1.589443, -1.875267, 0.567747], [-2.094471, -2.314437, -4.611731], [-0.736794, -2.121172, -5.256121], [-0.462156, -0.954082, -5.954477], [0.751424, -0.802928, -6.609274], [1.699409, -1.816915, -6.560837], [1.430492, -2.982510, -5.855934], [0.214542, -3.132959, -5.204027], [-2.600804, -4.737105, -3.951268], [-3.648009, -4.116824, -2.674169], [-0.757803, -5.094247, -2.384075], [-2.211050, -5.891218, -1.781212], [-2.250011, -5.764732, 0.404700], [-1.887180, -4.309109, 1.328470], [0.539949, -3.601757, 1.617721], [2.876587, -4.385891, 1.829123], [3.501050, -6.647619, 1.055203], [1.792833, -8.122827, 0.041220], [-0.535058, -7.347171, -0.183782], [-2.651504, -1.375518, -4.603623], [-2.666226, -3.034210, -5.192988], [-1.201952, -0.160631, -5.996971], [0.955111, 0.104819, -7.162207], [2.639020, -1.706789, -7.088339], [2.159693, -3.782143, -5.828133], [0.007583, -4.058568, -4.669814], [3.198536, -0.418886, -1.689684], [2.112953, -0.348585, -0.876952], [1.537786, -1.688237, -0.749511], [2.348706, -2.502946, -1.527603], [2.239175, -3.856090, -1.764643], [3.212600, -4.414871, -2.586264], [4.227417, -3.636390, -3.143883], [4.311364, -2.268428, -2.908094], [3.349458, -1.731877, -2.084595], [1.457962, -4.456721, -1.308618], [3.180451, -5.478060, -2.793419], [4.969757, -4.107224, -3.776635], [5.089853, -1.654394, -3.343101], [3.343349, 1.641973, 2.508335], [3.274186, 0.397497, 3.274605], [4.316239, -0.123502, 4.016898], [3.861981, -1.254116, 4.595741], [2.549850, -1.414739, 4.195706], [1.665753, -2.500524, 4.638211], [2.204985, -0.400499, 3.391609], [0.482945, -0.113651, 2.691262], [4.005989, 2.330423, 3.024339], [2.353504, 2.080569, 2.443127], [3.728312, 1.453699, 1.507747], [5.281461, 0.353110, 4.074776], [4.352892, -1.948181, 5.258969], [2.088759, -2.945194, 5.533701], [1.576949, -3.261212, 3.866354], [0.682426, -2.102594, 4.868378], [2.890351, 5.604281, 2.974741], [1.756938, 4.790313, 2.614730], [1.310277, 4.866896, 1.337964], [2.023657, 5.411278, 0.284334], [1.449242, 5.454342, -0.977413], [0.163481, 4.971233, -1.190318], [-0.554617, 4.430946, -0.139919], [0.019579, 4.363936, 1.122176], [-0.661568, 3.975370, 2.312974], [-1.795923, 3.406816, 2.554637], [-2.693632, 2.703114, 1.667215], [-4.065137, 2.861553, 1.923555], [-5.009309, 2.299182, 1.097237], [-4.583075, 1.523383, 0.024406], [-3.234338, 1.289133, -0.193419], [-2.272230, 1.861882, 0.623526], [-0.937440, 1.599569, 0.463190], [2.947521, 5.579941, 4.056493], [2.749742, 6.631655, 2.637961], [3.806437, 5.197445, 2.545043], [3.016453, 5.814324, 0.442017], [2.005186, 5.887928, -1.799498], [-0.292497, 5.042280, -2.170064], [-1.580565, 4.121595, -0.293537], [-0.159951, 4.324663, 3.126702], [-2.122458, 3.504239, 3.585958], [-4.372460, 3.477811, 2.761462], [-6.064643, 2.464798, 1.276856], [-5.314883, 1.084528, -0.643051], [-2.920061, 0.679803, -1.023205]], "forces_ev_per_a": [[-1.3, -1.5, 0.8], [0.3, 0.3, 0.1], [-0.1, 0.0, -0.2], [0.1, -0.2, 0.0], [0.0, 0.0, 0.0], [0.0, 0.0, 0.0], [0.2, -0.2, -0.1], [0.2, -0.1, 0.1], [-0.1, 0.1, -0.1], [0.0, -0.1, 0.1], [0.0, 0.0, 0.0], [0.0, 0.0, 0.0], [0.0, 0.0, -0.1], [0.0, 0.0, 0.0], [0.0, 0.1, 0.1], [0.1, 0.1, 0.0], [0.0, 0.2, -0.1], [0.0, -0.1, 0.3], [-0.1, 0.1, 0.0], [0.1, 0.0, 0.0], [0.0, 0.0, 0.0], [0.0, 0.0, 0.1], [0.1, -0.1, 0.0], [0.0, 0.0, -0.1], [0.0, 0.0, 0.0], [0.1, 0.0, 0.0], [0.0, 0.0, 0.1], [-0.1, 0.0, 0.0], [-0.1, 0.1, 0.0], [0.0, 0.0, 0.0], [-0.1, -0.1, 0.0], [-0.1, 0.0, 0.0], [0.0, 0.1, 0.0], [0.1, 0.0, 0.0], [0.0, 0.0, 0.1], [-0.1, 0.0, 0.1], [0.0, 0.0, 0.0], [0.0, 0.0, 0.0], [0.0, 0.0, 0.0], [0.0, 0.0, 0.0], [0.0, 0.1, -0.1], [0.2, 0.3, 0.2], [1.2, -0.6, -1.0], [0.2, 0.9, 0.3], [-0.1, -0.3, -0.2], [-0.1, -0.1, 0.1], [0.0, 0.0, -0.1], [0.0, 0.0, 0.0], [0.1, 0.0, -0.1], [-0.1, -0.1, 0.1], [0.1, 0.1, -0.1], [0.0, 0.1, 0.0], [0.0, 0.0, 0.0], [0.0, 0.0, 0.0], [0.1, -0.1, 0.0], [0.1, 0.2, -0.1], [0.0, 0.1, -0.1], [-0.1, -0.1, 0.0], [-0.1, -0.2, 0.2], [0.1, 0.0, 0.0], [0.1, -0.2, -0.3], [-0.1, 0.2, 0.2], [0.0, 0.0, 0.0], [-0.1, 0.0, 0.0], [0.0, 0.0, 0.0], [-0.1, 0.0, 0.0], [-0.1, 0.0, 0.0], [0.0, 0.0, 0.0], [0.0, 0.0, -0.1], [0.0, 0.0, 0.0], [0.0, 0.0, -0.1], [0.1, 0.1, 0.2], [0.0, -0.1, 0.1], [0.2, 0.1, -0.1], [0.0, 0.0, 0.0], [0.0, 0.0, -0.1], [-0.2, 0.0, 0.1], [0.0, -0.1, 0.0], [0.1, 0.2, -0.2], [-0.1, -0.2, 0.0], [0.2, 0.1, 0.1], [0.1, 0.1, 0.1], [-0.1, -0.1, -0.1], [-0.1, 0.0, 0.1], [0.1, 0.1, -0.1], [0.0, 0.3, 0.2], [-1.0, 0.5, -0.4], [0.0, 0.0, 0.0], [0.0, 0.0, 0.0], [0.0, 0.0, 0.0], [-0.1, 0.0, 0.0], [0.0, 0.0, 0.0], [0.0, 0.0, 0.1], [0.1, 0.0, 0.0], [0.0, 0.1, 0.1], [0.0, 0.0, 0.0], [0.0, 0.0, 0.0], [0.1, 0.0, 0.0], [0.1, 0.0, 0.0], [0.0, -0.1, -0.1]], "lowdin_charge": [1.198, 0.806, -0.590, -0.063, -0.073, -0.079, -0.046, -0.076, -0.219, -0.066, -0.078, -0.054, -0.045, -0.031, -0.591, 0.711, -0.089, -0.257, -0.049, -0.051, -0.056, -0.063, -0.042, 0.145, 0.157, 0.138, 0.146, 0.138, 0.096, 0.080, 0.110, 0.120, 0.121, 0.123, 0.129, 0.139, 0.121, 0.116, 0.116, 0.110, 0.107, 0.170, -0.568, -0.096, -0.192, 0.007, -0.053, -0.047, 0.042, -0.182, 0.096, 0.118, 0.122, 0.138, 0.005, -0.100, 0.002, 0.003, -0.101, 0.010, -0.619, 0.724, 0.105, 0.053, 0.104, 0.145, 0.145, 0.109, 0.080, 0.081, -0.021, -0.110, -0.232, 0.011, -0.030, -0.049, -0.006, -0.136, 0.177, 0.056, -0.134, 0.006, -0.034, -0.017, -0.028, -0.313, -0.339, 0.103, 0.111, 0.097, 0.123, 0.126, 0.120, 0.123, 0.171, 0.164, 0.134, 0.128, 0.126, 0.056]}

---

| no. | calculated total energy (hartree) |
| --- | --- |
| 1 | -4116.75137 |
| 2 | -5509.11201 |